# 1
20
Properties=species:S:1:pos:R:3:mulliken_charge:R:1 method="wB97M-V/def2-TZVPD" orbital_gap_ha=0.2983 charge=+1 spin_multiplicity=1 e_above_lowest_kj_mol=0.0 smiles="CP(O)[C@@H]1CNC(N)=[NH+]1"
H 2.4837 0.7225 0.6233 0.405
H -1.7034 -1.0566 2.6215 0.261
H -1.5965 2.3262 -0.7030 0.339
H -0.2107 -1.3178 -0.3951 0.280
O -0.9295 2.6076 -1.3449 -0.477
N -0.7836 -1.4545 2.4982 -0.349
C 0.3212 0.6115 -0.0020 -0.071
H 2.0627 -0.6751 -0.3374 0.319
C -0.6796 0.2452 -2.6901 -0.815
H -0.7728 -0.7482 -2.2509 0.277
H 0.0754 1.3401 0.7780 0.393
N 1.2797 -0.7415 1.6317 -0.211
H 1.5498 -0.2854 2.4970 0.329
P 0.2152 1.4706 -1.6552 0.132
N -0.5465 -0.6180 0.2725 -0.382
C -0.0236 -0.9771 1.5176 0.374
C 1.6746 0.0304 0.4036 -0.684
H -0.1983 0.1751 -3.6639 0.313
H -1.6986 0.6092 -2.8414 0.294
H -0.5193 -2.2641 3.0404 0.273

---

# 2
20
Properties=species:S:1:pos:R:3:mulliken_charge:R:1 method="wB97M-V/def2-TZVPD" orbital_gap_ha="0.1214 / 0.3435" charge=+1 spin_multiplicity=2 e_above_lowest_kj_mol=420.1
H 0.8873 -0.7613 1.3509 0.253
H -0.1366 2.0620 -0.5853 0.332
C -0.7584 1.3830 1.2931 -0.718
C 0.2018 -0.9356 0.5222 -0.160
N 0.0460 -2.4527 0.2978 -0.398
H 0.2566 -2.8671 1.1283 0.441
O 0.5240 -0.7998 -1.8857 -0.623
H -1.8545 0.1027 0.0014 0.240
H -1.8846 2.3148 -0.5195 0.424
C -1.1030 -0.0944 0.8868 -0.629
C 0.7691 -0.3765 -0.7904 0.022
H -0.5091 3.2561 0.5977 0.441
N -0.9327 2.3069 0.1068 -0.402
H 0.2052 1.4472 1.8264 0.398
H -1.0081 -2.7404 0.2890 0.446
H -1.5690 -0.7138 1.7589 0.329
H 0.5483 -2.9066 -0.4517 0.424
H 1.9995 0.7605 -1.5312 0.337
O 1.4876 0.7338 -0.6557 -0.554
H -1.4779 1.7362 2.1634 0.396

---

# 3
88
Properties=species:S:1:pos:R:3:mulliken_charge:R:1 method="wB97M-V/def2-TZVPD" orbital_gap_ha=0.2028 charge=+1 spin_multiplicity=1 e_above_lowest_kj_mol=0.0
H -5.0951 0.1085 -8.4126 0.497
H -5.3738 1.6985 -5.5121 0.315
H 3.2262 -0.0425 3.2782 0.334
H -4.3988 3.4351 1.5518 0.211
H -1.0830 3.6286 1.2464 0.316
H -2.2789 2.4978 2.6113 0.153
H -6.3966 2.7631 3.9706 0.324
H 3.8181 -1.8593 0.3860 0.027
H -2.8483 0.9964 1.8725 0.311
H 2.3684 -3.3705 4.0865 0.353
C 3.3836 -1.0405 3.6942 -0.468
H 5.3951 -3.0842 4.2034 0.173
C -5.6117 3.5244 3.9486 -0.679
H 2.7358 -1.1040 4.5764 0.375
H 6.0784 -4.1238 6.6756 0.393
H 2.2831 -2.3066 -0.3441 0.197
C -1.7570 4.1350 0.5451 -0.345
H 4.1767 -1.0589 -3.4289 0.430
H -3.5824 3.8691 -0.5156 0.363
H 5.5781 -5.0913 3.9971 0.262
C -3.1694 1.9741 2.2461 -0.077
H 1.0523 -1.8094 -1.8400 0.209
C 2.7920 -3.2800 3.0844 -0.652
H 2.0416 -1.1037 -4.4827 0.338
C -0.5399 0.5071 -2.5844 -0.337
O 2.9294 -1.9282 2.6863 -0.291
H -3.5566 1.0931 4.1386 0.384
H 4.8838 -6.6055 4.5770 0.233
H -2.4433 6.5204 2.6830 0.313
O -0.9336 1.9381 -7.6983 -0.494
C 4.6754 -2.5922 6.0387 -0.118
C 0.6828 0.6777 -0.5280 -0.601
H -3.6734 5.3187 2.3215 0.128
H 4.5496 -4.0851 7.5431 0.392
H -5.0080 1.2617 3.1599 0.400
N -3.8310 2.6953 1.1649 -0.396
H 2.0493 0.1088 -3.1959 0.129
C -4.0750 1.7596 3.4448 -0.840
H -2.0914 4.8166 3.0039 0.264
H -5.6706 4.0737 3.0029 0.266
H -5.7739 -0.8272 -7.1376 0.434
H 5.4273 -1.1065 3.1036 0.381
H 3.5867 -2.5445 5.9190 0.122
C -2.9487 3.2684 0.1428 -0.506
H -1.1204 -1.5316 -2.4012 0.385
C 5.3499 -5.6741 4.8960 -0.677
H -5.6849 2.5242 -7.4871 0.295
O 3.5804 -1.1407 -1.4999 -0.329
O -2.0683 5.4342 1.0115 -0.472
H 5.1380 -0.2234 4.5895 0.398
H 3.4392 -2.5927 -2.9844 0.394
N 0.8954 -1.6444 -2.8236 -0.320
H 0.1863 1.1585 -3.0840 0.411
O -1.2652 0.8394 -5.8557 -0.400
C -2.6303 0.2322 -7.6727 -0.824
H 0.9103 -0.3541 -0.2562 0.147
H 2.1130 -3.7614 2.3795 0.317
C -2.5969 5.5038 2.3219 -0.506
C 4.8691 -1.1335 4.0424 -0.862
C 3.3641 -1.5083 -2.8519 -0.850
H -3.6816 -1.2516 -6.5731 0.297
H 4.9563 -1.8632 6.8054 0.363
C -1.5572 1.0070 -6.9608 0.562
H -1.5220 0.8259 -2.9448 0.198
H 0.5983 1.2431 0.4003 0.273
C 3.3497 -2.1627 -0.5464 -0.427
H 1.4935 1.1068 -1.1204 0.333
H -3.0337 0.8645 -8.4516 0.499
H -5.7952 4.2333 4.7546 0.237
H 3.7470 -3.8060 3.0237 0.149
H 6.2827 -5.9126 5.4138 0.325
H -0.6839 -1.0522 -4.0325 0.370
O -0.5659 0.7671 -1.1942 -0.282
C 4.9998 -3.9824 6.5528 -0.811
H -1.0692 1.7486 -8.6356 0.339
O -4.3359 2.9569 4.1632 -0.328
H -1.1744 4.2974 -0.3649 0.315
C -0.3896 -0.9616 -2.9810 -0.965
N 5.3833 -2.2735 4.8048 -0.318
C -3.7563 -0.1900 -6.7159 -0.420
H -2.5651 2.4386 -0.4613 0.153
C -5.1461 0.0234 -7.3453 -0.674
O 4.4387 -5.0129 5.7504 -0.326
H 3.7881 -3.1131 -0.8661 0.346
C 2.0540 -0.9686 -3.3957 -0.121
H -3.6763 0.2951 -5.7588 0.264
H -2.1869 -0.6289 -8.1410 0.321
S -6.0051 1.4885 -6.6849 0.000

---

# 4
117
Properties=species:S:1:pos:R:3:mulliken_charge:R:1 method="wB97M-V/def2-TZVPD" orbital_gap_ha=0.3140 charge=+2 spin_multiplicity=1
C -0.4051 4.5877 0.8709 -1.079
H -2.6910 -0.2531 -4.0390 0.644
O -0.6906 2.3615 -1.0713 1.666
H 3.0998 -2.3358 1.0568 0.562
H -3.4268 -4.2786 2.9269 0.439
C 0.2769 2.8548 -1.9924 -0.717
C -3.1792 -1.1636 5.6740 0.527
C -2.7456 1.2400 4.3497 -0.896
H 0.4852 0.3652 3.5441 0.263
C -1.9723 6.2339 0.0853 -0.836
C -2.5428 -1.1040 4.4369 -1.382
C -0.0175 -3.4578 2.3001 0.807
C -4.6306 -4.4497 -0.2235 -0.995
C -2.0541 2.5809 -1.4194 -0.872
C -1.8433 -3.3929 4.6316 -0.691
H 0.0516 1.2470 -3.4013 0.032
C -3.8168 -3.5066 -0.8294 -0.749
C 3.1450 1.5311 -0.4521 -0.826
H -1.3112 -4.2499 4.2403 0.689
C 2.1342 -3.9981 3.2545 -0.761
H -0.1571 3.6296 -2.6305 0.448
H 2.8828 2.5888 -0.4341 0.410
H 3.3632 -0.0363 -1.9280 0.280
O -2.4709 0.0558 3.7024 -0.547
H 4.2112 1.4351 -0.2273 0.457
C 1.1028 -3.0960 3.0486 -0.601
C -2.7387 4.3676 1.3962 -0.666
H 1.1476 -2.1072 3.4973 0.475
C 0.7828 -2.3969 -2.2179 -0.858
C -2.3474 -0.6757 -3.0932 -0.832
H 0.6874 -3.2996 -2.8311 0.513
H 1.0720 3.3144 -1.4032 0.261
H -2.2208 3.6258 -1.6913 0.311
C -3.2185 3.6978 5.5213 -1.669
O -0.4759 -1.7502 -2.0930 0.242
H -2.0182 4.5223 3.9560 0.614
O 2.3672 0.9185 0.5672 -0.001
H 3.7143 2.5256 5.3503 0.421
C 2.1676 1.3109 4.4970 -0.578
C 1.2202 -2.8041 -0.8337 -0.412
H -5.8539 -1.1033 6.2190 0.397
C 1.0149 1.2993 3.7289 -0.706
C -5.4610 -0.1893 5.7709 -1.652
C -2.4484 3.6238 4.3770 -0.596
H 3.3351 1.5978 -2.5878 0.533
C -2.5077 1.6531 -2.5270 -1.079
C -1.9210 -2.2232 3.8792 0.330
H -0.9658 -5.0447 1.2011 0.471
H 4.0058 -0.0499 1.4006 0.452
C 2.8863 0.9399 -1.8380 -0.829
O -2.1118 0.3483 -2.1344 0.029
C -3.4694 1.2882 5.5375 0.326
H -5.3807 -4.9742 -0.8003 0.418
H -3.4165 4.6563 5.9819 0.422
C -2.2204 2.3936 3.7683 0.255
H -3.1203 -1.3446 -2.7084 0.076
H -4.3189 -0.7799 8.1799 0.540
C -0.0908 -4.7390 1.7623 -0.210
H -3.6020 -2.4450 7.3363 0.345
C -4.4859 -4.7139 1.1312 -0.816
C -2.4375 -3.4605 5.8771 -1.509
C 0.4787 2.4858 3.2258 1.484
H 0.6899 4.6323 3.1914 0.422
O 1.5048 0.7376 -2.1014 0.156
H 2.5609 0.3866 4.9028 0.535
C 2.8087 -1.5091 0.4027 -1.201
C -2.6916 -3.1058 1.2763 0.144
H 2.8679 -5.9756 2.8575 0.407
C 1.1081 3.6912 3.5215 -0.398
H -2.1799 7.1506 -0.4507 0.417
H 2.9864 -3.7155 3.8604 0.483
C -1.4327 3.8881 1.5029 0.452
H -6.0664 0.6526 6.1102 0.427
C -3.7185 2.5392 6.0887 -0.334
P -1.1025 2.2853 2.3183 1.489
H -2.2377 -2.0872 -0.5559 -0.107
C 0.9532 -5.6366 1.9540 -0.918
H -3.5521 3.8333 1.8723 0.491
C 2.8097 2.5133 4.7570 -0.834
H -2.0427 1.9277 -3.4805 0.508
H -1.3148 -2.3747 -3.8795 0.502
C -2.8657 -2.8308 -0.0800 0.339
C -3.9103 0.1149 7.7147 -2.119
H 0.4235 -3.3950 -0.3860 -0.292
C 2.9451 -0.2205 1.1945 -0.617
C -3.0043 5.5343 0.6948 -0.802
H -4.0185 5.9073 0.6335 0.457
H 0.6094 4.2120 0.9301 0.670
H -2.6295 2.3636 -0.5186 0.008
C -0.6717 5.7559 0.1728 -0.850
H 0.8905 -6.6318 1.5328 0.467
C 0.8525 1.7480 -2.8592 -0.876
H 2.7605 4.6390 4.4994 0.495
O 1.4522 -1.6663 0.0018 1.281
H -5.1295 -5.4374 1.6139 0.458
H 1.5360 2.1888 -3.5918 0.445
H 3.4622 -1.5072 -0.4738 0.584
H -3.9286 -3.3026 -1.8874 0.467
H -3.5938 1.7178 -2.6373 0.551
H -4.3027 2.6182 6.9946 0.354
H 2.4252 -0.3215 2.1481 -0.300
C -3.5206 -4.0538 1.8759 -0.345
H 2.1147 -3.4255 -0.8936 0.497
H 0.1400 6.3013 -0.2930 0.498
C 2.0638 -5.2697 2.6976 -0.763
C -1.0673 -1.4521 -3.3436 -0.826
C -3.1193 -2.3631 6.3728 -0.050
H -2.3872 -4.3737 6.4548 0.441
C -3.9878 0.0165 6.1861 1.941
H -0.3633 -0.8798 -3.9592 0.320
P -1.3440 -2.2039 2.1393 1.971
H -5.5562 -0.2685 4.6864 0.389
H -4.5061 0.9483 8.0800 0.497
Sr -0.3782 0.1227 0.2087 1.460
C 2.2743 3.6986 4.2747 -0.761
H 1.5037 -1.7196 -2.6889 0.195
H -2.8820 0.2472 8.0532 0.400

---

# 5
16
Properties=species:S:1:pos:R:3:mulliken_charge:R:1 method="wB97M-V/def2-TZVPD" orbital_gap_ha=0.3795 spin_multiplicity=1 e_above_lowest_kj_mol=36.5 smiles="C[C@@H](O)CC(N)=O"
O 0.5377 -1.4947 0.0241 -0.559
C -0.6902 1.1269 1.3214 0.391
C 0.0490 0.8189 0.0275 -0.669
C -0.1464 -0.5171 -2.1125 -1.420
H 1.1288 0.8120 0.2258 0.346
H 0.8703 -0.2267 -2.3967 0.319
H -0.3601 -1.5045 -2.5399 0.400
H -0.1593 1.6455 -0.6551 0.327
H -1.3587 -0.7681 -0.3630 0.271
H -1.2466 0.2307 3.0651 0.221
O -1.1429 2.2314 1.5677 -0.638
N -0.8181 0.0667 2.1674 -0.324
H 0.3683 -2.3524 -0.3871 0.314
C -0.3107 -0.5281 -0.6001 0.434
H -0.3293 -0.7986 1.9852 0.213
H -0.8506 0.1947 -2.5568 0.374